Molecular formula: C40H37CuNO2P2S
Method: DFT, ωB97M-V/def2-TZVPD

Geometry as XYZ:
```
84
C40H37CuNO2P2S | the Open Molecules 2025 dataset | ωB97M-V/def2-TZVPD
Cu -0.01764 0.22142 0.23029
O -1.23173 3.31716 0.90236
S -0.47250 2.52579 -0.06039
C 1.06592 3.32442 -0.45086
C 1.08572 4.68586 -0.71824
C 2.29615 5.28645 -1.02925
C 3.46294 4.53107 -1.05894
C 3.44051 3.18426 -0.72213
C 2.23862 2.56782 -0.38821
P 2.17162 0.90680 0.34760
C 2.51868 1.13133 2.10275
C 2.02069 0.16856 2.98475
C 2.27196 0.28138 4.34326
C 3.00591 1.35654 4.82528
C 3.49266 2.31955 3.95159
C 3.25310 2.21052 2.59077
C 3.49530 -0.04980 -0.40602
C 4.40072 -0.76352 0.37311
C 5.37273 -1.54139 -0.24318
C 5.44097 -1.60510 -1.62663
C 4.53614 -0.89207 -2.40685
C 3.56167 -0.11943 -1.79997
C -1.38374 2.40884 -1.59687
C -1.32608 3.37385 -2.58939
C -2.18666 3.27982 -3.67435
C -3.09761 2.23627 -3.75566
C -3.14636 1.26654 -2.76293
C -2.28986 1.33780 -1.67175
P -2.24989 0.09193 -0.34501
C -3.41969 0.55050 0.93232
C -2.95834 0.73956 2.23138
C -3.84599 1.10453 3.23272
C -5.18739 1.28350 2.93159
C -5.65105 1.09861 1.63268
C -4.77078 0.73200 0.63100
C -2.74778 -1.48638 -1.05495
C -2.24562 -1.89220 -2.29316
C -2.53540 -3.15806 -2.77667
C -3.31146 -4.03046 -2.02178
C -3.80256 -3.63394 -0.78576
C -3.52399 -2.36401 -0.29933
H 0.17407 5.26782 -0.66755
H 2.32896 6.34483 -1.24884
H 4.40242 5.00292 -1.31343
H 4.36226 2.61596 -0.69540
H 1.44683 -0.67133 2.60903
H 1.89273 -0.46626 5.02689
H 3.19612 1.44725 5.88624
H 4.06030 3.15834 4.33083
H 3.63398 2.96919 1.91974
H 4.35897 -0.70659 1.45377
H 6.08405 -2.08776 0.36133
H 6.20580 -2.20472 -2.10173
H 4.59725 -0.93533 -3.48597
H 2.86159 0.44064 -2.41202
H -0.61878 4.18840 -2.53558
H -2.14497 4.02556 -4.45625
H -3.77033 2.17302 -4.60027
H -3.84670 0.44481 -2.84621
H -1.90657 0.61124 2.46620
H -3.48959 1.25605 4.24231
H -5.87922 1.57338 3.71099
H -6.69823 1.24347 1.40483
H -5.13389 0.58802 -0.38021
H -1.64088 -1.21690 -2.88871
H -2.16700 -3.46174 -3.74802
H -3.54434 -5.01487 -2.40569
H -4.41859 -4.30730 -0.20463
H -3.92292 -2.05367 0.65845
C -0.81011 -3.88351 1.94718
N -0.14205 -3.87005 0.64576
C 0.14143 -5.14569 -0.01199
C 0.29205 -2.72087 0.15716
C 1.00588 -2.70882 -1.16260
O 0.11876 -1.66029 0.82142
H -1.41044 -4.78534 2.02247
H -1.45207 -3.01143 2.03605
H -0.08189 -3.86983 2.75903
H -0.51119 -5.90338 0.41051
H 1.17603 -5.45211 0.14664
H -0.05810 -5.08363 -1.07901
H 0.38405 -3.13510 -1.94893
H 1.92545 -3.29429 -1.10651
H 1.26898 -1.68642 -1.42246
```

## Properties
Calculated total energy in eV: -121705.5742
⟨S²⟩: 0.757
ΔE to the lowest compared entry with this formula, charge and spin in kJ/mol: 2.2
Kohn-Sham gap (alpha / beta) in Eh: 0.288 / 0.253
LUMO (alpha / beta) in eV: -5.4 / -7.0
Spin multiplicity: 2
Net charge: +2
Highest occupied orbital energy (alpha / beta) in eV: -13.23 / -13.87

Atom charges from the Löwdin analysis, given in e for atoms 1 to 5: Cu 0.235; O -0.360; S 0.895; C -0.350; C -0.053